No. 1
Computed, not measured: a molecular structure, C3H3N3O, with wB97M-V/def2-TZVPD.

```
! wB97M-V def2-TZVPD RIJCOSX def2/J DEFGRID3
* xyz 0 1
O -2.119 1.457 -0.624
C -1.044 0.992 -0.340
N -0.636 0.827 1.000
N 0.216 -0.223 1.245
C 0.801 -0.903 0.297
C 0.746 -0.312 -1.005
N -0.078 0.640 -1.300
H -0.734 -0.083 1.925
H 1.385 -1.773 0.568
H 1.463 -0.622 -1.767
*
```

For the total energy, the calculation gives -9673.3917 eV. Its HOMO energy is -9.83 eV. For the LUMO energy, the calculation gives -0.780 eV. The HOMO-LUMO gap comes out at 0.3326 hartree.

Atomic charges from the Löwdin analysis, expressed in e, are listed below:
1. O 0.081
2. C -0.557
3. N 0.083
4. N -0.017
5. C -0.086
6. C -0.113
7. N 0.163
8. H 0.221
9. H 0.112
10. H 0.113

No. 2
Computed, not measured: a molecular structure, C3H3N3O in a non-equilibrium geometry, with wB97M-V/def2-TZVPD.

```
! wB97M-V def2-TZVPD RIJCOSX def2/J DEFGRID3
* xyz 0 1
C 2.193 -0.369 -0.058
C -0.533 -0.162 -0.564
C 0.955 -0.758 0.538
N 3.147 -0.066 -0.620
N 0.593 -2.081 0.506
N -0.396 -2.381 -0.107
O -1.145 -1.387 -0.749
H -0.811 0.565 0.118
H -0.359 0.176 -1.571
H 0.634 -0.129 1.361
*
```

For the total energy, the calculation gives -9672.7193 eV. Its HOMO energy is -10.69 eV. For the LUMO energy, the calculation gives 0.295 eV. The HOMO-LUMO gap comes out at 0.4039 hartree.

Atomic charges from the Löwdin analysis, expressed in e, are listed below:
1. C -0.204
2. C -0.044
3. C -0.212
4. N 0.163
5. N 0.035
6. N 0.048
7. O -0.089
8. H 0.066
9. H 0.105
10. H 0.130

No. 3
Computed, not measured: C3H3N3O in the gas phase in a non-equilibrium geometry, with wB97M-V/def2-TZVPD.

```
! wB97M-V def2-TZVPD RIJCOSX def2/J DEFGRID3
* xyz 0 1
O 2.150 0.075 -0.268
C 0.954 0.055 -0.051
N 0.349 -1.271 0.331
N -0.816 -1.315 0.030
C -1.693 -0.139 -0.306
C -1.152 1.063 -0.052
N 0.172 1.135 0.213
H -2.761 -0.222 -0.305
H -1.780 1.970 0.381
H 0.748 1.932 0.502
*
```

For the total energy, the calculation gives -9674.7664 eV. Its HOMO energy is -9.00 eV. For the LUMO energy, the calculation gives 0.258 eV. The HOMO-LUMO gap comes out at 0.3402 hartree.

Atomic charges from the Löwdin analysis, expressed in e, are listed below:
1. O 0.085
2. C -0.482
3. N 0.097
4. N -0.004
5. C -0.081
6. C -0.136
7. N 0.097
8. H 0.083
9. H 0.165
10. H 0.176

No. 4
Computed, not measured: 2 unconnected molecules or ions with the total composition C3H3N3O in a non-equilibrium geometry, with wB97M-V/def2-TZVPD.

```
! wB97M-V def2-TZVPD RIJCOSX def2/J DEFGRID3
* xyz 0 1
N 2.291 -0.111 0.803
C 1.366 -0.158 0.012
N -0.149 1.092 -1.284
N -1.363 1.288 -1.435
O -1.328 -0.625 2.429
C -1.937 -0.267 1.542
C 0.255 -0.145 -0.706
H 3.224 -0.304 0.446
H -1.920 0.497 -1.053
H -0.348 -1.046 -0.815
*
```

For the total energy, the calculation gives -9673.9212 eV. Its HOMO energy is -9.29 eV. For the LUMO energy, the calculation gives 0.371 eV. The HOMO-LUMO gap comes out at 0.3551 hartree.

Atomic charges from the Löwdin analysis, expressed in e, are listed below:
1. N 0.174
2. C -0.159
3. N -0.095
4. N 0.041
5. O 0.038
6. C 0.005
7. C -0.208
8. H 0.085
9. H 0.016
10. H 0.103

No. 5
Computed, not measured: 2 unconnected molecules or ions with the total composition C3H3N3O in a non-equilibrium geometry, with wB97M-V/def2-TZVPD.

```
! wB97M-V def2-TZVPD RIJCOSX def2/J DEFGRID3
* xyz 0 1
N 2.384 -0.618 0.668
C 1.280 -0.765 0.198
C 0.028 -0.976 -0.190
C -0.977 -0.094 0.385
O -0.723 0.759 1.211
H 3.077 -0.048 0.194
H -0.222 -1.809 -0.834
H -2.002 -0.227 -0.019
N -1.410 2.477 -0.507
N -1.309 1.764 -1.342
*
```

For the total energy, the calculation gives -9676.2881 eV. Its HOMO energy is -9.64 eV. For the LUMO energy, the calculation gives 0.356 eV. The HOMO-LUMO gap comes out at 0.3673 hartree.

Atomic charges from the Löwdin analysis, expressed in e, are listed below:
1. N 0.203
2. C -0.146
3. C -0.070
4. C -0.389
5. O -0.028
6. H 0.095
7. H 0.103
8. H 0.106
9. N 0.075
10. N 0.051

No. 6
Computed, not measured: 2 unconnected molecules or ions with the total composition C3H3N3O in a non-equilibrium geometry, with wB97M-V/def2-TZVPD.

```
! wB97M-V def2-TZVPD RIJCOSX def2/J DEFGRID3
* xyz 0 1
N -2.124 -0.113 -1.358
C -1.349 0.285 -0.521
C -0.580 0.645 0.500
C 0.359 -0.355 0.975
O 0.408 -1.482 0.518
H -2.013 0.104 -2.342
H -0.757 1.575 1.024
H 1.062 -0.004 1.760
N 2.590 -0.864 -0.360
N 2.405 0.211 -0.196
*
```

For the total energy, the calculation gives -9676.0664 eV. Its HOMO energy is -9.60 eV. For the LUMO energy, the calculation gives 0.291 eV. The HOMO-LUMO gap comes out at 0.3634 hartree.

Atomic charges from the Löwdin analysis, expressed in e, are listed below:
1. N 0.206
2. C -0.143
3. C -0.074
4. C -0.401
5. O -0.035
6. H 0.095
7. H 0.104
8. H 0.108
9. N 0.085
10. N 0.055